Entry 1:
Molecular formula: C60H90O30
Method: DFT, wB97M-V/def2-TZVPD

The total energy is -125106.66224 eV. The HOMO energy is -9.85 eV. For the molecular weight, the calculation gives 1291.3 g mol⁻¹. Its orbital gap is 10.4 eV.

ORCA input file:
```
! RIJCOSX wB97M-V def2-TZVPD def2/J DEFGRID3
* xyz 0 1
O 20.270 15.443 11.444
C 20.429 15.809 12.536
O 19.351 16.312 13.240
C 19.797 16.631 14.620
C 21.221 16.241 14.778
C 21.596 15.671 13.457
H 19.205 15.918 15.181
H 19.413 17.572 14.911
H 21.477 15.667 15.696
H 21.745 17.171 14.926
H 21.890 14.653 13.359
H 22.350 16.268 12.909
O 13.464 13.293 20.846
C 12.774 13.343 19.875
O 13.164 13.268 18.583
C 12.078 13.509 17.695
C 10.939 12.851 18.466
C 11.306 13.416 19.854
H 12.261 13.156 16.692
H 11.863 14.611 17.615
H 10.950 11.795 18.558
H 9.945 13.150 18.186
H 11.007 12.855 20.705
H 10.961 14.483 19.973
O 15.281 14.972 11.244
C 16.136 15.103 10.406
O 16.012 14.571 9.178
C 17.086 14.986 8.281
C 18.026 15.885 9.053
C 17.466 15.875 10.511
H 16.593 15.490 7.472
H 17.533 14.058 7.968
H 18.042 16.891 8.573
H 19.047 15.457 9.100
H 17.307 16.829 10.954
H 18.149 15.386 11.209
O 12.852 17.086 16.780
C 13.760 17.463 16.104
O 13.876 16.910 14.852
C 15.058 17.423 14.162
C 15.556 18.566 15.025
C 14.966 18.293 16.448
H 14.789 17.605 13.128
H 15.892 16.656 14.146
H 15.122 19.510 14.639
H 16.659 18.655 15.102
H 14.646 19.209 16.909
H 15.708 17.806 17.090
O 22.248 17.473 17.999
C 21.190 17.261 18.542
O 20.207 16.819 17.722
C 18.981 16.808 18.443
C 19.225 17.754 19.643
C 20.716 17.679 19.888
H 18.592 15.855 18.763
H 18.187 17.232 17.835
H 18.601 17.572 20.543
H 18.859 18.738 19.288
H 20.800 16.929 20.679
H 21.217 18.622 20.192
O 12.633 12.382 7.732
C 12.987 11.839 8.768
O 12.493 12.141 9.967
C 13.400 11.745 11.053
C 14.031 10.414 10.507
C 14.003 10.641 8.952
H 12.739 11.673 12.035
H 14.232 12.447 11.055
H 13.516 9.527 10.887
H 15.039 10.338 10.914
H 13.592 9.805 8.416
H 14.956 10.911 8.459
O 16.108 18.938 19.283
C 15.567 17.950 19.691
O 16.109 16.726 19.482
C 15.210 15.696 20.106
C 13.812 16.391 20.217
C 14.232 17.832 20.513
H 15.758 15.478 20.998
H 15.128 14.859 19.415
H 13.208 15.925 21.026
H 13.349 16.300 19.184
H 14.591 17.833 21.545
H 13.593 18.734 20.419
O 19.998 13.592 14.077
C 19.587 12.838 14.945
O 19.257 11.566 14.767
C 19.076 10.942 16.085
C 18.796 12.089 17.024
C 19.652 13.155 16.419
H 20.028 10.459 16.316
H 18.351 10.120 16.064
H 18.937 11.989 18.141
H 17.740 12.326 16.849
H 20.650 13.021 16.791
H 19.271 14.164 16.628
O 16.063 7.743 17.160
C 15.388 8.401 17.909
O 14.357 7.907 18.567
C 13.774 8.973 19.359
C 14.295 10.266 18.826
C 15.660 9.900 18.329
H 14.155 8.760 20.385
H 12.725 8.744 19.316
H 14.346 11.111 19.580
H 13.676 10.645 17.979
H 16.435 9.777 19.163
H 16.132 10.526 17.573
O 9.582 14.195 11.652
C 10.262 14.749 10.804
O 11.398 15.418 11.186
C 12.024 16.130 10.097
C 11.519 15.479 8.751
C 10.125 14.807 9.263
H 13.036 16.023 10.356
H 11.712 17.193 10.170
H 12.216 14.667 8.463
H 11.349 16.180 7.918
H 10.098 13.770 8.917
H 9.315 15.363 8.819
O 15.247 10.790 15.349
C 14.588 9.831 15.032
O 13.428 9.546 15.589
C 12.702 8.585 14.757
C 13.856 7.682 14.263
C 14.900 8.720 14.045
H 12.151 9.055 13.942
H 11.986 8.042 15.372
H 13.583 7.226 13.337
H 14.110 6.943 15.053
H 14.925 9.242 13.030
H 15.889 8.369 14.243
O 17.867 9.242 11.756
C 18.453 10.249 11.464
O 17.856 11.400 11.047
C 18.840 12.289 10.539
C 20.092 12.034 11.304
C 19.936 10.555 11.498
H 18.376 13.337 10.569
H 19.038 12.080 9.496
H 19.993 12.579 12.326
H 21.049 12.341 10.837
H 20.227 10.066 12.409
H 20.264 9.952 10.654
O 11.781 12.303 13.994
C 10.653 11.960 13.909
O 10.387 10.974 13.040
C 8.912 10.755 13.158
C 8.286 11.914 13.938
C 9.466 12.488 14.671
H 8.877 9.821 13.775
H 8.528 10.557 12.144
H 7.470 11.545 14.536
H 7.864 12.637 13.237
H 9.558 12.207 15.713
H 9.467 13.591 14.490
O 16.761 15.276 16.555
C 16.336 14.510 15.728
O 17.144 13.969 14.797
C 16.354 13.166 13.884
C 14.880 13.450 14.128
C 14.873 14.058 15.565
H 16.660 12.138 13.966
H 16.603 13.422 12.853
H 14.257 12.492 14.131
H 14.427 14.118 13.368
H 14.747 13.205 16.186
H 14.131 14.899 15.806
O 9.251 15.650 17.843
C 9.661 16.150 16.841
O 10.151 15.360 15.802
C 10.417 16.164 14.673
C 9.726 17.466 14.900
C 9.624 17.626 16.386
H 10.122 15.683 13.784
H 11.477 16.355 14.600
H 8.682 17.378 14.564
H 10.178 18.288 14.348
H 8.759 18.093 16.832
H 10.415 18.147 16.905
*
```

Atomic partial charges in e from the Mulliken method, atoms 1 to 4: atom 1 (O): -0.498, atom 2 (C): 0.584, atom 3 (O): -0.394, atom 4 (C): 0.321

=====

Entry 2:
Molecular formula: C15H19N2O
Method: DFT, wB97M-V/def2-TZVPD

The total energy is -20888.55039 eV. The HOMO energy is -1.55 eV. For the molecular weight, the calculation gives 243.3 g mol⁻¹. Its orbital gap is 4.9 eV.

ORCA input file:
```
! RIJCOSX wB97M-V def2-TZVPD def2/J DEFGRID3
* xyz -1 1
C -3.624 -0.587 1.447
N -2.220 -0.576 1.746
C -1.539 -1.818 1.550
C -0.073 -1.791 1.940
C 0.539 -0.552 1.426
O 1.573 -0.563 0.731
C -0.089 0.694 1.919
C -1.569 0.684 1.527
H -4.104 0.305 1.863
H -3.810 -0.603 0.363
H -4.080 -1.482 1.882
H -2.093 -2.546 2.158
H -1.691 -2.188 0.518
H -0.002 -1.766 3.037
H 0.434 -2.677 1.543
H -0.022 0.691 3.020
H 0.392 1.595 1.506
H -1.714 1.035 0.479
H -2.138 1.422 2.121
C 1.193 -1.979 -1.343
C 0.641 -0.622 -1.000
C -0.768 -0.611 -1.148
N -1.925 -0.609 -1.402
C 1.306 0.578 -1.562
C 2.703 0.619 -1.633
C 3.360 1.801 -1.953
C 2.624 2.956 -2.216
C 1.221 2.921 -2.195
C 0.562 1.733 -1.869
H 2.275 -1.928 -1.455
H 0.949 -2.700 -0.553
H 0.730 -2.356 -2.269
H 3.277 -0.277 -1.417
H 4.442 1.792 -2.003
H 3.143 3.895 -2.434
H 0.631 3.800 -2.454
H -0.536 1.709 -1.869
*
```

Atomic partial charges in e from the Mulliken method, atoms 1 to 4: atom 1 (C): -1.065, atom 2 (N): 0.172, atom 3 (C): -0.888, atom 4 (C): -0.738